C5H10O | the ωB97M-V functional and the def2-TZVPD basis

Element x y z (Å)
C1 3.42 -0.11 1.08
C2 2.57 -0.93 0.40
C3 1.14 -1.17 0.65
C4 0.23 -1.07 -0.32
C5 -1.21 -1.46 -0.18
H1 4.25 0.23 0.47
H2 3.25 0.26 2.07
H3 2.88 -1.58 -0.42
H4 0.88 -1.35 1.71
H5 0.48 -0.87 -1.34
H6 -1.33 -2.55 -0.35
H7 -1.91 -1.03 -0.95
H8 -1.73 -1.21 0.73
H9 -4.10 4.96 -0.87
H10 -4.87 3.75 -1.39
O1 -3.97 4.11 -1.30

The LUMO energy (spin up / spin down) is -4.8 / -8.4 eV. The orbital gap (spin up / spin down) is 8.637 / 5.043 eV. The largest force on an atom comes out at 4.35 eV/Å. Its multiplicity is 2. The energy is -7384.0586 eV. The charge is +1. The value obtained for the relative energy (zero: lowest compared OMol25 entry of this formula, charge and spin) is 0.706 eV.